1.
Density functional theory data (ωB97M-V with the def2-TZVPD basis set) for C4H9N3S in the gas phase.

XYZ file:
```
17
Properties=species:S:1:pos:R:3:forces:R:3
C 1.11048 -1.50390 -1.88894 1.413 0.952 -1.917
C 0.91204 -0.67536 -0.67225 -0.343 0.692 2.526
C -1.10456 0.68121 0.13823 2.749 -0.350 -1.523
C -0.74689 0.12462 1.51801 -1.510 0.602 3.038
H 1.25768 -0.79273 -2.78426 -0.986 -0.914 1.086
H 0.29933 -2.22017 -2.04012 0.024 0.320 -0.116
H 2.06681 -2.00373 -1.96912 0.126 -0.452 0.799
H 1.42719 -0.32199 1.32770 0.209 0.003 -1.792
H -0.51805 0.54503 -1.80988 -0.602 0.554 -3.166
H -2.35375 1.85663 0.75508 -1.069 0.456 1.121
H -0.05682 -0.74740 1.66021 -1.451 0.903 -0.666
H -1.65161 -0.08019 2.25357 1.384 0.487 -2.106
H -0.24274 2.58051 1.65404 0.044 -0.330 0.032
N 1.56129 -0.89915 0.47228 -1.043 0.530 -3.364
N -0.19785 0.26323 -0.96228 0.731 -1.601 7.356
N -1.91073 1.63154 -0.09738 0.620 -1.105 -0.891
S 0.14816 1.56186 2.44511 -0.297 -0.746 -0.416
```
Forces are in eV/Å.

energy above the lowest of the compared OMol25 structures with the same formula, charge and spin: 2.154 eV
DFT total energy: -720.19418 a.u.
SMILES: [H]/N=C(/C)N/C(CS)=N/[H]
frontier orbital gap: 9.96 eV
M: 131.2 Da

Mulliken atomic charge list, values in e, 2 entries:
1. C -1.08
2. C 0.79

2.
Density functional theory data (ωB97M-V with the def2-TZVPD basis set) for a molecular structure, C25H19N8O9SV.

XYZ file:
```
63
Properties=species:S:1:pos:R:3:forces:R:3
V -0.00091 0.69381 1.44544 -0.329 -0.103 0.243
O -1.46909 -0.22320 5.13595 -0.053 0.042 -0.026
C -1.16881 -0.41083 3.97911 0.113 -0.120 0.062
O -0.43977 0.42422 3.27814 0.135 0.018 -0.176
C -1.55932 -1.69454 3.28724 -0.011 0.046 -0.055
C -2.14829 -2.66966 4.06678 -0.032 -0.054 0.009
C -2.55012 -3.87182 3.50661 0.023 0.067 0.032
C -2.37082 -4.12808 2.16278 0.019 -0.019 -0.098
C -1.75812 -3.16932 1.38852 -0.002 -0.084 0.137
C -1.35472 -1.90766 1.89783 -0.054 0.063 0.049
O -0.89598 -1.00188 1.09869 0.064 0.150 -0.082
N -1.55712 -3.48744 -0.02431 -0.084 0.208 -0.132
O -2.44001 -4.10819 -0.59299 0.043 -0.040 0.055
O -0.53457 -3.10799 -0.56112 0.027 -0.116 0.059
N -3.17718 -4.89196 4.34516 0.032 -0.025 0.025
O -3.31709 -4.64556 5.52689 -0.011 -0.002 -0.029
O -3.51726 -5.93238 3.81162 -0.003 0.029 0.004
H -2.30063 -2.47004 5.11782 -0.003 -0.005 0.001
H -2.69483 -5.05993 1.72501 -0.010 -0.017 0.004
C -3.23764 -1.51454 -5.42969 0.009 -0.006 -0.001
C -2.60866 -0.68237 -4.34782 0.002 0.017 0.002
C -2.33288 -1.23928 -3.09917 -0.008 -0.016 -0.012
C -1.72597 -0.49142 -2.10793 0.002 -0.008 -0.018
C -1.39283 0.83055 -2.37477 0.003 -0.005 0.019
C -1.64996 1.41145 -3.60641 -0.035 0.005 0.006
C -2.26381 0.64629 -4.58550 -0.006 -0.001 0.008
S -0.59090 1.73231 -1.10591 0.185 -0.012 -0.109
O -1.47758 1.85243 0.05947 -0.047 -0.026 0.033
O -0.09600 2.96534 -1.68092 -0.094 0.031 0.091
N 0.52630 0.80242 -0.48876 0.087 0.152 0.050
C 1.83380 0.53663 -0.84720 0.015 -0.027 -0.053
C 2.44596 0.71815 -2.05932 -0.063 -0.009 0.001
C 3.79633 0.33962 -2.22853 0.018 -0.020 0.010
C 4.52130 -0.21093 -1.21043 -0.004 0.003 -0.021
C 3.91819 -0.40088 0.05742 -0.015 -0.005 0.035
C 4.58188 -0.94730 1.17983 0.002 -0.003 -0.019
C 3.92306 -1.07261 2.36918 0.003 -0.022 0.008
C 2.58620 -0.64543 2.46213 -0.018 -0.015 -0.012
N 1.93936 -0.14055 1.43804 0.076 0.030 0.017
C 2.58050 -0.01870 0.23377 0.029 0.008 0.004
H -3.88939 -2.27906 -5.00920 -0.002 0.001 0.002
H -2.46663 -2.02370 -6.01206 -0.005 -0.002 -0.003
H -3.81968 -0.89960 -6.11518 0.000 0.001 -0.002
H -2.58606 -2.27437 -2.90232 0.003 0.001 0.016
H -1.48872 -0.92315 -1.14360 -0.007 0.009 -0.021
H -1.37581 2.44159 -3.78733 0.012 -0.004 -0.002
H -2.47774 1.08797 -5.55125 0.001 -0.001 -0.001
H 1.89022 1.14077 -2.88624 0.011 0.006 0.001
H 4.25734 0.48466 -3.19684 0.001 0.003 0.003
H 5.55248 -0.50587 -1.35477 -0.001 0.003 -0.003
H 5.61416 -1.26114 1.08231 -0.001 0.000 0.003
H 4.40631 -1.48840 3.24143 -0.001 0.006 0.001
H 2.03560 -0.70824 3.39294 0.005 0.007 0.006
N 2.14113 6.89973 0.85887 0.002 -0.020 -0.032
C 1.58397 5.68041 0.76260 -0.038 -0.039 0.129
N 0.85806 5.39431 -0.31924 -0.240 0.009 -0.080
N 1.81541 4.85343 1.76939 0.007 0.026 -0.036
C 1.29995 3.66304 1.75319 0.004 -0.055 0.030
N 0.88188 2.58523 1.81773 -0.066 -0.029 -0.110
H 2.02787 7.60099 0.15227 -0.002 0.002 -0.003
H 2.68048 7.10383 1.68036 0.007 -0.004 0.001
H 0.68380 6.09974 -1.01273 0.029 -0.003 -0.014
H 0.35335 4.51911 -0.44299 0.277 -0.025 -0.008
```
Forces are in eV/Å.

energy above the lowest of the compared OMol25 structures with the same formula, charge and spin: 0.000 eV
multiplicity: 3
DFT total energy: -3421.50828 a.u.
frontier orbital gap (spin up / spin down): 7.68 / 7.92 eV
M: 658.5 Da

Mulliken atomic charge list, values in e, 2 entries:
1. V 0.10
2. O -0.69

3.
Density functional theory data (ωB97M-V with the def2-TZVPD basis set) for 13 unconnected molecules or ions with the total composition C4H34NO13.

XYZ file:
```
52
Properties=species:S:1:pos:R:3:forces:R:3
C 2.02128 -1.75537 -1.14400 -1.796 -0.787 -1.408
N 1.95492 -1.43328 0.26994 2.351 2.201 0.060
C -0.37517 -0.88941 0.16808 -0.270 -0.475 1.109
C 0.98901 -0.34986 0.59991 0.358 -0.607 -2.395
C 1.13649 1.02856 -0.10445 0.836 0.045 -1.650
O 0.13434 1.92565 0.17741 -1.511 -0.377 0.857
H 1.25048 -2.53556 -1.25902 0.634 -0.514 -0.314
H 1.69832 -1.09432 -1.99951 0.483 0.446 1.563
H 2.99557 -2.07825 -1.46032 0.418 -0.530 0.207
H 2.92532 -1.11009 0.53766 -1.455 -0.309 -0.239
H -1.11602 -0.19171 0.54807 -0.163 -0.313 -0.362
H -0.55194 -1.87335 0.60510 -0.014 -0.034 0.511
H -0.57654 -1.12826 -0.90768 0.748 1.067 0.777
H 1.17762 -0.18902 1.63720 -0.762 0.116 1.114
H 1.09596 0.84341 -1.24030 0.526 -0.080 1.742
H 2.03258 1.61444 0.15927 0.723 -1.039 -0.217
H -3.79139 -2.75856 -0.66670 -5.200 0.272 -0.332
H -2.59936 -1.85531 -0.70414 -0.696 -1.506 -0.035
O -2.91063 -2.82788 -0.61988 5.860 1.228 0.298
H 1.25112 -1.17679 4.40417 -1.233 -0.046 -0.981
H 0.03404 -1.26391 3.31031 0.690 -0.168 -0.620
O 0.28162 -1.20803 4.22848 0.566 -0.217 1.378
H -0.74162 1.84740 -1.00052 -0.262 0.879 -0.333
H -1.53009 2.77904 -2.08970 -0.618 2.483 -0.230
O -1.27224 1.91768 -1.91260 1.014 -3.096 0.584
H 1.23053 4.09330 1.55284 0.696 0.857 -1.031
H 1.07305 3.77585 0.15134 -0.025 -0.127 -0.431
O 1.53620 4.45155 0.67138 -0.776 -0.893 1.544
H 3.57800 1.13232 -2.80217 0.381 0.619 1.641
H 4.43037 1.64223 -1.42474 -0.920 0.688 0.215
O 4.37313 1.11228 -2.20410 0.878 -1.355 -1.510
H -2.33680 0.68361 -1.47389 -0.598 -0.979 0.953
H -3.12141 0.24377 -0.16442 -0.709 1.244 1.329
O -2.76514 -0.09025 -0.96221 0.586 -0.190 -2.900
H 1.40249 1.62555 -2.78786 -2.320 2.596 2.113
H 1.40136 0.26470 -3.38144 1.486 1.892 -0.124
O 1.96283 1.12131 -3.28318 0.398 -4.359 -2.967
H -1.70377 2.85560 1.82486 -0.202 1.555 -0.877
H -0.54821 1.68693 1.43842 -1.321 2.223 0.305
O -1.29627 2.10835 2.20549 1.365 -2.747 0.079
H -1.74412 -4.31095 0.25404 0.439 -0.798 0.287
H -0.39693 -4.42778 0.66666 10.012 7.130 1.089
O -1.04695 -4.92414 0.60500 -10.515 -6.198 -1.454
H -3.69801 0.03926 1.66427 0.324 3.488 -0.491
H -2.77935 1.42459 1.69714 -0.488 -0.815 0.170
O -3.66384 1.05598 1.39259 0.003 -3.047 0.792
H 0.37573 -2.46397 -3.67580 0.664 -1.265 -0.045
H -0.47930 -1.50174 -2.89327 0.782 0.003 -1.932
O 0.00283 -1.60782 -3.77917 -1.479 1.419 1.918
H -0.85081 1.76172 4.00537 1.037 0.427 0.949
H -0.23179 0.56738 4.44895 0.521 -3.198 -0.120
O -0.21750 1.44314 4.71713 -1.446 3.186 -0.586
```
Forces are in eV/Å.

total charge: -1
energy above the lowest of the compared OMol25 structures with the same formula, charge and spin: 4.577 eV
DFT total energy: -1205.64164 a.u.
frontier orbital gap: 8.79 eV
M: 304.3 Da

Mulliken atomic charge list, values in e, 2 entries:
1. C -0.64
2. N -0.46

4.
Density functional theory data (ωB97M-V with the def2-TZVPD basis set) for a molecular structure, C3H5LaLiO3.

XYZ file:
```
13
Properties=species:S:1:pos:R:3:forces:R:3
O 0.14715 1.43413 0.02038 0.229 0.068 -0.420
C -0.58407 0.35273 -0.13761 -1.249 0.867 0.623
C 0.98452 1.30542 1.18482 0.256 0.130 0.169
O -1.51462 0.26814 -0.91831 0.514 -0.500 -0.014
O -0.34472 -0.56024 0.78816 0.070 -0.578 -0.058
C 0.73724 -0.13889 1.63680 0.386 -0.180 0.176
La -0.93347 -2.04274 -5.27416 0.051 0.144 1.014
H 0.66004 2.04921 1.92033 0.072 -0.164 -0.223
H 2.02009 1.49503 0.88714 -0.271 -0.020 0.092
H 0.41227 -0.22193 2.67809 0.073 -0.006 -0.282
H 1.58854 -0.80419 1.44852 -0.221 0.210 0.118
Li -2.27726 -1.42184 -1.33223 0.549 0.288 -0.517
H -0.89571 -1.71484 -2.90194 -0.461 -0.259 -0.676
```
Forces are in eV/Å.

total charge: +1
energy above the lowest of the compared OMol25 structures with the same formula, charge and spin: 0.834 eV
DFT total energy: -381.80889 a.u.
frontier orbital gap (spin up / spin down): 5.32 / 5.35 eV
M: 234.9 Da

Mulliken atomic charge list, values in e, 2 entries:
1. O -0.30
2. C 0.82